The following is a DFT calculation (ωB97M-V/def2-TZVPD) of a molecular structure, C36H44ClCoN8O4PSi in a non-equilibrium geometry.

The geometry in ORCA input format:
```
! RIJCOSX wB97M-V def2-TZVPD def2/J DEFGRID3
* xyz 1 5
Co 1.80879 -0.57524 -0.04205
C -2.27979 1.17088 4.67016
N -1.00273 0.78857 3.94619
C -0.54054 1.18698 2.78184
N 0.23060 0.28766 2.18273
C 0.14447 -0.72463 3.07182
N -0.59658 -0.49002 4.14584
C -3.47395 0.74291 3.88219
C -4.32202 -0.27304 4.24843
C -5.54702 -0.50225 3.59338
C -5.92296 0.33138 2.54678
C -5.14138 1.37436 2.19858
C -3.89198 1.50839 2.81862
C -5.34415 2.12442 0.95517
N -6.42702 2.55065 0.44773
N -6.13162 3.21175 -0.72135
C -4.84634 3.15208 -0.84530
O -4.25134 2.56034 0.22199
C -4.00606 3.55936 -1.95821
C -4.69614 4.11323 -3.04270
C -4.06636 4.41894 -4.19728
C -2.63513 4.17827 -4.28357
C -1.92701 3.72922 -3.19015
C -0.46038 3.56815 -3.19948
N 0.02444 2.21026 -2.77131
C 0.62720 1.90569 -1.60169
N 0.95781 0.64106 -1.57329
C 0.42395 0.17554 -2.78301
N -0.16197 1.07303 -3.50324
C -2.65820 3.31103 -2.03280
H -2.18892 2.22781 4.84598
H -2.16312 0.61049 5.56839
H -0.69067 2.19347 2.41351
H 0.64079 -1.67085 2.96126
H -4.09680 -0.92740 5.11324
H -6.27934 -1.28417 3.86570
H -6.82091 0.15414 1.96680
H -3.14418 2.25370 2.46967
H -5.76140 4.22302 -2.91687
H -4.79828 4.64972 -5.01959
H -2.05205 4.41759 -5.17472
H -0.04377 4.23619 -2.45939
H -0.00682 3.83193 -4.17072
H 0.71596 2.72283 -0.91696
H 0.47013 -0.84701 -3.09510
H -2.19855 2.79228 -1.25642
Cl 5.41027 2.72088 5.34963
C 4.60867 2.13304 3.93104
C 4.57060 2.95002 2.71767
C 4.04820 2.49780 1.52544
C 3.41709 1.28479 1.40141
O 2.80178 0.88392 0.30975
C 3.46957 0.49084 2.60270
C 3.06680 -0.90628 2.64327
O 2.60728 -1.46766 1.68826
C 3.98183 0.90365 3.80946
H 5.02033 3.88609 2.74637
H 4.08599 3.08444 0.62026
H 3.11732 -1.47737 3.52866
H 4.02038 0.16586 4.61389
C -1.79936 -2.96866 1.26037
Si -1.33086 -1.86588 -0.18007
C -1.24378 -2.92179 -1.76501
C -2.39368 -0.28805 -0.42625
O 0.30315 -1.57106 0.00217
H -2.43164 -3.77030 1.01791
H -2.29154 -2.38149 2.10595
H -0.85940 -3.41806 1.66801
H -2.01268 -3.54419 -2.18001
H -0.43607 -3.61980 -1.48954
H -0.90410 -2.17574 -2.55461
H -3.47280 -0.52638 -0.57526
H -2.00668 0.29749 -1.27534
H -2.28588 0.12434 0.58622
C 6.15834 -2.68630 -2.17760
C 5.09984 -1.68442 -1.62359
P 3.28052 -2.02938 -1.48361
C 3.39920 -3.57304 -0.49534
C 2.14543 -4.49660 -0.56792
C 2.64874 -2.55402 -3.09145
C 3.30729 -3.63462 -3.86960
H 7.06967 -2.61480 -1.55714
H 6.37575 -2.32427 -3.18637
H 5.80353 -3.67659 -2.22358
H 5.15407 -0.72816 -2.15287
H 5.34026 -1.42363 -0.59509
H 3.52474 -3.31311 0.56584
H 4.32316 -4.09841 -0.79826
H 1.79412 -4.51215 -1.59023
H 1.33371 -4.12739 -0.00175
H 2.29631 -5.54567 -0.27421
H 2.43593 -1.68471 -3.71490
H 1.59721 -2.95227 -2.81604
H 4.19272 -3.24542 -4.27166
H 2.61817 -3.98600 -4.63358
H 3.57187 -4.52226 -3.28415
*
```

ΔE to the lowest compared entry with this formula, charge and spin: 0.0 kJ/mol
LUMO energy (alpha / beta): -2.8 / -4.1 eV
orbital gap (alpha / beta): 8.148 / 6.786 eV

Results of the Löwdin charge analysis, in e, for atoms 1 through 6:
1 Co 0.747
2 C -0.029
3 N -0.092
4 C -0.167
5 N 0.110
6 C -0.234

The following is a DFT calculation (ωB97M-V/def2-TZVPD) of 4 unconnected molecules or ions with the total composition C36H44F24NO6 in a non-equilibrium geometry.

The geometry in ORCA input format:
```
! RIJCOSX wB97M-V def2-TZVPD def2/J DEFGRID3
* xyz 0 2
C -3.70484 5.34497 0.73086
C -4.43275 4.02499 0.94348
C -3.48753 2.85827 1.09433
O -2.79876 2.66278 -0.11867
C -2.24782 1.35870 -0.23071
C -1.03232 1.37411 -1.13540
C -0.70925 -0.07871 -1.61264
C -1.12281 -1.19382 -0.68652
O -2.25843 -1.59213 -0.70200
C -0.15044 -1.88391 0.20706
C 0.63585 -1.24500 1.16725
C 1.46060 -2.00782 2.00079
C 1.50584 -3.40847 1.88059
C 0.74784 -4.04773 0.90322
C -0.07896 -3.28618 0.07620
C -1.33807 2.17151 -2.43168
C -1.07984 3.69114 -2.44616
C -0.04676 4.08404 -3.53136
C -2.41008 4.37519 -2.82565
N -0.69297 4.23708 -1.12591
O -0.45610 5.49174 -1.15836
C 0.31253 3.49312 -0.32124
C 0.05513 3.88775 1.14848
C 1.74899 3.89322 -0.65177
C 0.20913 1.95660 -0.44821
H -3.10990 5.62878 1.59393
H -3.09402 5.34142 -0.16165
H -4.44046 6.13571 0.59599
H -5.04987 3.83073 0.06963
H -5.06052 4.11357 1.82432
H -2.79202 3.06883 1.91323
H -4.06536 1.96993 1.36374
H -3.00870 0.70198 -0.64716
H -1.97939 1.01136 0.77043
H 0.33332 -0.15039 -1.89713
H -1.29305 -0.24225 -2.51447
H 0.59886 -0.17624 1.28641
H 2.05263 -1.53086 2.76476
H 2.11771 -4.01502 2.52909
H 0.75345 -5.11784 0.78973
H -0.67290 -3.77871 -0.67304
H -2.37726 1.97414 -2.67304
H -0.76507 1.70677 -3.22612
H 0.84175 4.53375 -3.10517
H 0.23341 3.24514 -4.15830
H -0.47081 4.83021 -4.19010
H -2.43783 5.39622 -2.46279
H -2.56026 4.36185 -3.89948
H -3.24492 3.84868 -2.37579
H -0.37271 4.88296 1.19888
H 0.96829 3.87556 1.73165
H -0.67766 3.22263 1.59215
H 2.05033 3.56264 -1.64035
H 2.38629 3.35693 0.04663
H 1.92761 4.95104 -0.50523
H 0.25475 1.54147 0.55173
H 1.10053 1.60436 -0.95780
C 3.10091 7.23240 -4.05804
C 4.25256 8.22635 -4.24941
C 4.02223 9.47293 -5.10959
F 3.56211 9.17641 -6.34098
F 5.20220 10.12057 -5.24626
F 5.36073 7.56884 -4.65312
F 4.51177 8.71982 -3.00262
O 2.98807 6.10889 -4.91382
C 2.41197 6.17038 -6.15424
C 3.41533 6.00196 -7.30464
F 4.49080 6.79520 -7.15244
F 2.80059 6.32594 -8.46400
F 1.65317 7.27369 -6.29346
F 1.58122 5.10914 -6.23448
H 3.30815 6.78096 -3.08918
H 2.14560 7.74905 -3.95646
H 3.31312 10.14118 -4.61361
H 3.74719 4.96261 -7.34933
C -3.58510 -4.07027 4.04894
C -2.63790 -4.48014 2.91445
C -3.20098 -4.60236 1.49427
F -4.27586 -5.41640 1.44061
F -2.25563 -5.12694 0.67530
F -1.96707 -5.60581 3.26450
F -1.72167 -3.47551 2.84664
O -4.22362 -5.06105 4.83513
C -5.36551 -5.70392 4.44079
C -5.13744 -7.18253 4.09020
F -4.08742 -7.34767 3.26475
F -6.24509 -7.65746 3.47878
F -5.99972 -5.03844 3.45789
F -6.19105 -5.71275 5.50908
H -2.92851 -3.57884 4.76489
H -4.29492 -3.31366 3.71213
H -3.47792 -3.61570 1.11130
H -4.95789 -7.75003 5.00559
C 3.52940 -9.44442 2.55313
C 4.73626 -8.53221 2.30016
C 5.68923 -8.22072 3.45895
F 5.05264 -7.72298 4.53700
F 6.58558 -7.29937 3.03721
F 4.32913 -7.39331 1.70001
F 5.51102 -9.20461 1.39849
O 2.27242 -8.88072 2.88138
C 1.93827 -8.49231 4.15084
C 1.84041 -6.96872 4.30871
F 2.91053 -6.32969 3.79416
F 1.76517 -6.66224 5.62349
F 2.75104 -9.04704 5.07096
F 0.69583 -8.95981 4.38483
H 3.34546 -9.90102 1.58213
H 3.78692 -10.25860 3.23179
H 6.22989 -9.12569 3.74911
H 0.94196 -6.60020 3.80743
*
```

LUMO energy (alpha / beta): 0.4 / 0.3 eV
orbital gap (alpha / beta): 8.690 / 9.881 eV

Results of the Löwdin charge analysis, in e, for atoms 1 through 6:
1 C -0.091
2 C -0.219
3 C -0.239
4 O -0.133
5 C -0.147
6 C -0.356

The following is a DFT calculation (ωB97M-V/def2-TZVPD) of a molecular structure, C36H44F2N6O2PTi.

The geometry in ORCA input format:
```
! RIJCOSX wB97M-V def2-TZVPD def2/J DEFGRID3
* xyz 3 1
Ti -0.12732 0.31805 0.14321
C 0.79900 3.27414 4.21344
C 1.06813 2.98144 2.73058
C 2.41026 3.61116 2.34480
C -0.07692 3.48827 1.86652
C -0.12640 4.85319 1.59291
C -1.17921 5.40484 0.88989
C -2.24408 4.60427 0.52143
C -2.27441 3.23970 0.79402
C -3.60947 2.57152 0.44697
C -3.75738 1.05277 0.47362
C -4.70252 3.14833 1.36438
C -1.13007 2.68306 1.39381
N -1.03716 1.22853 1.51209
C -1.66396 0.68036 2.65420
C -2.23701 1.43972 3.67574
C -2.87042 0.82404 4.74422
C -2.95365 -0.55986 4.83056
C -2.41090 -1.34016 3.81740
C -1.80537 -0.68779 2.77421
F -1.30861 -1.43506 1.70209
H 1.66704 2.99903 4.81510
H -0.05809 2.72359 4.59658
H 0.61438 4.33903 4.36432
H 1.13861 1.89898 2.62002
H 2.46035 4.65453 2.65583
H 2.58511 3.58731 1.26739
H 3.22706 3.10084 2.85613
H 0.67029 5.49696 1.94055
H -1.18939 6.46249 0.66164
H -3.09099 5.05215 0.01598
H -3.82878 2.89852 -0.57440
H -3.81717 0.67108 1.49444
H -2.96765 0.51753 -0.04542
H -4.69715 0.79016 -0.01453
H -4.49779 2.88884 2.40586
H -5.67456 2.72958 1.10078
H -4.77610 4.23122 1.29883
H -2.18958 2.51839 3.61862
H -3.30359 1.43647 5.52322
H -3.43582 -1.03100 5.67540
H -2.43856 -2.42240 3.86095
N 2.90972 1.29365 -0.02366
C 2.78615 0.50779 1.12278
C 3.84612 0.44032 2.02205
C 3.71430 -0.31749 3.16224
C 2.52745 -1.01742 3.36993
C 1.52802 -0.90044 2.44145
N 1.62461 -0.13168 1.32729
C 2.67837 0.76224 -1.29630
C 3.52987 1.09696 -2.34799
C 3.28261 0.55553 -3.58722
C 2.20682 -0.32104 -3.73911
C 1.41394 -0.56805 -2.64935
N 1.61510 -0.02248 -1.43574
H 3.70997 1.90870 0.01065
H 4.76290 0.97238 1.80566
H 4.52793 -0.38264 3.87261
H 2.38338 -1.63992 4.24078
H 0.60075 -1.42865 2.57985
H 4.37455 1.75201 -2.17968
H 3.92663 0.79087 -4.42402
H 2.00064 -0.79286 -4.68883
H 0.55778 -1.22035 -2.71846
F -1.37052 4.48494 -4.22652
C -1.08972 3.58921 -3.28652
C -1.93197 2.50352 -3.12674
C -1.62959 1.57092 -2.14216
C -0.50988 1.72023 -1.31989
C 0.29563 2.84625 -1.49726
C 0.01802 3.78228 -2.47945
H -2.81949 2.43117 -3.74347
H -2.33851 0.76830 -1.96220
H 1.14020 3.03032 -0.84232
H 0.63118 4.66338 -2.61580
N -2.57284 -1.55166 -3.77694
C -1.86215 -2.61222 -2.97884
P -2.08208 -2.14046 -1.20970
O -3.50046 -1.69968 -1.12721
O -0.93227 -1.20475 -0.86211
C -1.99037 -3.66433 -0.16987
N -3.29188 -3.72471 0.59120
H -2.04024 -0.67406 -3.79733
H -2.73834 -1.84503 -4.74282
H -3.47724 -1.34904 -3.32519
H -0.83247 -2.68207 -3.31885
H -2.36871 -3.55669 -3.17463
H -1.16571 -3.60459 0.53416
H -1.87959 -4.57222 -0.75987
H -3.75387 -4.63215 0.51241
H -3.91458 -2.98754 0.19587
H -3.15862 -3.52795 1.58380
*
```

ΔE to the lowest compared entry with this formula, charge and spin: 62.8 kJ/mol
LUMO energy: -8.5 eV
orbital gap: 6.858 eV

Results of the Löwdin charge analysis, in e, for atoms 1 through 6:
1 Ti 1.173
2 C -0.026
3 C -0.359
4 C -0.062
5 C -0.140
6 C -0.014

no.,E (Eh)
1,-4610.8391
2,-4301.0721
3,-3267.0513